[1]
15
Properties=species:S:1:pos:R:3:forces:R:3 method="wB97M-V/def2-TZVPD" total_energy_ev=-151651.094 fmax_ev_per_a=2.12 e_above_lowest_ev=0.0816 multiplicity=3 s2=2.0052 homo_energy_ev="-7.447 / -8.134" lumo_energy_ev="-0.660 / -0.658" gap_ev="6.787 / 7.476" charge=0
Pt -0.1799 0.2475 -0.5367 -1.18 1.19 -1.29
Br -0.9324 2.7599 -0.8711 0.21 -0.73 0.26
Br -0.4396 -0.7273 -2.9930 0.22 0.15 0.80
O 0.4683 -1.8551 0.0899 0.35 -0.61 0.34
H 0.9398 -2.4053 -0.5457 -0.11 0.11 -0.30
H 0.3730 -2.3797 0.8895 -0.11 -0.03 0.06
O 1.9147 0.7868 -0.9602 0.97 -0.06 -0.01
H 2.6152 0.9292 -0.3188 -0.04 0.10 0.13
H 2.2746 0.9885 -1.8296 -0.29 -0.01 -0.22
O 0.2366 0.7722 1.7868 0.20 -0.29 0.36
H 0.1846 1.5091 2.4036 -0.12 0.27 -0.20
H 0.6346 0.0447 2.2731 0.03 -0.01 0.09
O -2.3769 -0.1591 0.0071 -0.28 -0.24 0.20
H -2.8157 -1.0065 0.1210 0.05 -0.13 -0.13
H -2.8971 0.4951 0.4840 0.12 0.28 -0.09

[2]
56
Properties=species:S:1:pos:R:3:forces:R:3 method="wB97M-V/def2-TZVPD" total_energy_ev=-51331.196 fmax_ev_per_a=0.73 e_above_lowest_ev=0.4718 homo_energy_ev=-8.374 lumo_energy_ev=0.500 gap_ev=8.874 charge=0
C -5.7811 0.0023 0.2748 -0.14 -0.15 -0.12
O -4.9225 0.8976 0.9381 0.23 0.19 0.16
C -3.8808 1.4312 0.2442 0.15 0.14 -0.09
C -3.5976 1.1755 -1.0915 -0.33 -0.13 0.14
C -2.4858 1.7522 -1.6808 0.09 0.23 0.14
C -1.6449 2.5970 -0.9737 -0.06 0.11 -0.24
C -0.4275 3.1866 -1.6341 0.03 -0.07 0.17
C 0.8721 2.9545 -0.8432 0.07 0.46 -0.34
N 0.9491 1.6378 -0.2281 -0.19 -0.10 -0.21
C 1.4873 1.3857 0.9686 0.15 0.14 0.49
O 1.6454 0.2810 1.4470 0.04 0.12 0.08
C 1.9394 2.5990 1.8271 0.36 0.30 0.55
F 2.4790 2.1708 2.9634 -0.06 -0.13 -0.11
F 2.8629 3.3625 1.2191 0.04 -0.14 -0.23
F 0.9251 3.4176 2.1667 -0.27 -0.09 -0.10
C 0.6674 0.4804 -1.0780 0.46 -0.19 0.02
C 2.0034 -0.3025 -1.2917 -0.72 0.06 0.09
O 2.8467 0.1645 -2.0271 0.39 0.29 -0.25
N 2.0793 -1.4739 -0.6608 0.08 -0.49 0.12
C 3.2730 -2.2942 -0.6617 0.29 -0.02 -0.28
C 4.0907 -2.0797 0.6140 -0.06 0.10 -0.04
C 3.3215 -2.8679 1.6763 0.10 0.02 0.08
C 2.6448 -4.0302 0.9236 -0.04 -0.13 0.05
C 2.8797 -3.7688 -0.5737 0.01 0.03 -0.08
C -0.4654 -0.3610 -0.5918 -0.40 -0.35 -0.22
C -1.0909 -0.4242 0.6144 0.22 0.08 -0.23
C -2.1313 -1.3814 0.6483 -0.13 -0.19 -0.07
C -2.2826 -2.0345 -0.5287 0.16 0.00 -0.30
S -1.1591 -1.4927 -1.7136 -0.07 0.14 0.53
C -1.9544 2.8745 0.3542 -0.13 -0.07 -0.11
C -3.0507 2.2980 0.9570 -0.18 -0.08 0.04
H -6.2978 0.4848 -0.5611 0.03 -0.02 0.02
H -5.2386 -0.8760 -0.0902 -0.01 0.05 -0.01
H -6.5140 -0.3086 1.0176 0.02 -0.01 -0.09
H -4.2216 0.5230 -1.6810 -0.07 -0.09 -0.01
H -2.2761 1.5312 -2.7182 0.06 -0.03 -0.10
H -0.3368 2.7839 -2.6444 0.00 0.05 0.00
H -0.5491 4.2686 -1.7327 0.09 -0.01 -0.10
H 1.7305 3.0750 -1.5147 -0.07 0.08 0.11
H 0.9398 3.7134 -0.0684 0.04 -0.11 -0.07
H 0.4210 0.8668 -2.0696 0.10 -0.03 0.12
H 1.4173 -1.6599 0.0789 -0.12 0.20 -0.13
H 3.8277 -2.0425 -1.5681 -0.06 -0.06 0.11
H 4.1780 -1.0250 0.8666 0.09 0.06 -0.03
H 5.0902 -2.4904 0.4704 0.07 -0.02 -0.02
H 3.9824 -3.2253 2.4639 -0.04 0.04 0.09
H 2.5764 -2.2200 2.1373 -0.01 0.01 0.08
H 3.0687 -4.9901 1.2158 -0.09 -0.04 0.03
H 1.5787 -4.0646 1.1484 -0.03 -0.07 0.04
H 1.9999 -3.9857 -1.1779 0.03 -0.03 -0.09
H 3.7045 -4.3778 -0.9425 0.03 -0.02 -0.03
H -0.8387 0.1873 1.4592 0.10 0.13 0.11
H -2.7348 -1.5641 1.5189 -0.15 -0.07 0.15
H -2.9785 -2.8093 -0.7828 -0.17 -0.17 0.00
H -1.3330 3.5458 0.9269 0.11 0.08 0.10
H -3.2880 2.5013 1.9890 -0.04 0.03 0.15

[3]
16
Properties=species:S:1:pos:R:3:forces:R:3 method="wB97M-V/def2-TZVPD" total_energy_ev=-9310.654 fmax_ev_per_a=1.23 e_above_lowest_ev=0.9151 homo_energy_ev=-9.021 lumo_energy_ev=0.576 gap_ev=9.597 charge=0
H -2.6437 -0.8883 0.9267 0.16 0.62 0.04
N -1.7952 -1.0668 0.4078 -0.01 -0.46 0.22
C -0.7808 -0.3318 0.5972 0.48 -0.78 -0.81
N 0.4304 -0.6993 0.0676 0.18 0.40 0.20
C 1.5503 0.2081 -0.0538 0.18 0.15 -0.01
H -0.6853 0.6228 1.1079 -0.44 0.16 0.24
H 0.5461 -1.6438 -0.2505 -0.33 -0.07 -0.16
H 2.4011 -0.3060 -0.5032 -0.16 -0.06 0.04
H 1.3290 1.0694 -0.6890 -0.09 -0.04 -0.08
H 1.8926 0.6001 0.9042 -0.06 -0.04 0.19
O 0.0671 2.7975 2.5611 0.26 0.36 0.29
H 0.1616 3.4182 1.8280 -0.17 -0.37 0.03
H -0.3374 1.9906 2.2399 -0.05 0.15 -0.21
O -0.8612 -2.2729 -3.0401 -0.09 -0.31 -0.06
H -1.3360 -1.4459 -2.9275 0.09 0.08 0.13
H 0.0614 -2.0520 -3.1764 0.05 0.20 -0.05

[4]
50
Properties=species:S:1:pos:R:3:forces:R:3 method="wB97M-V/def2-TZVPD" total_energy_ev=-46520.970 fmax_ev_per_a=1.51 e_above_lowest_ev=0.6229 homo_energy_ev=-8.621 lumo_energy_ev=0.514 gap_ev=9.134 charge=0
C 2.1739 4.5641 -2.8043 0.01 0.02 0.19
C 1.9506 4.2679 -1.3262 -0.14 -0.04 -0.14
C 0.5337 3.7503 -1.0617 0.24 0.43 0.18
N 0.2422 2.5194 -1.7835 -0.03 0.11 0.12
C 0.7584 1.3226 -1.3892 -0.03 -0.52 -0.38
N 1.5735 1.2803 -0.3359 -0.08 0.06 0.29
C 0.4424 0.1514 -2.0957 0.24 0.16 -0.02
C 0.8101 -1.1288 -1.5281 0.22 0.27 -0.31
O 1.6592 -1.2625 -0.6510 0.13 -0.05 -0.13
C 0.0527 -2.3490 -2.0107 -0.33 -0.34 0.53
S -0.1862 -3.4898 -0.6099 0.17 -0.52 -0.24
C -0.8310 -2.3368 0.4866 -0.21 0.67 -0.28
N -1.0629 -1.0789 0.2575 0.29 -0.99 -0.76
N -1.5285 -0.5604 1.4160 -0.60 0.32 1.35
C -1.5656 -1.5161 2.2810 -0.33 0.53 -0.31
C -1.9296 -1.4268 3.7139 0.27 -0.15 -0.04
C -0.6650 -1.1880 4.5083 -0.03 -0.05 0.20
C 0.0434 -0.0071 4.3231 -0.02 -0.01 0.06
C 1.2154 0.2205 5.0205 0.00 0.07 -0.04
C 1.6912 -0.7310 5.9080 0.07 -0.03 0.06
C 0.9916 -1.9104 6.0919 0.08 -0.04 0.06
C -0.1809 -2.1406 5.3915 -0.05 0.06 -0.02
O -1.1326 -2.6903 1.7516 0.06 -0.11 0.04
C -0.3255 0.2326 -3.3122 0.33 0.15 0.37
O -0.5739 -0.6958 -4.0597 -0.02 -0.16 -0.13
N -0.7778 1.5161 -3.6406 -0.19 0.00 -0.24
C -1.5810 1.6779 -4.8411 -0.15 0.01 -0.28
C -0.5736 2.6485 -2.9095 0.00 -0.19 0.10
O -1.0539 3.7146 -3.2208 -0.08 0.21 -0.13
H 3.1488 5.0207 -2.9546 0.08 0.01 -0.08
H 2.1338 3.6484 -3.3904 0.01 -0.06 -0.12
H 1.4096 5.2409 -3.1774 -0.05 0.07 -0.10
H 2.6943 3.5433 -0.9893 0.01 0.08 0.08
H 2.0818 5.1826 -0.7453 0.02 -0.03 0.08
H -0.1884 4.4844 -1.4275 0.11 -0.17 0.20
H 0.3560 3.5985 0.0071 -0.07 -0.01 -0.07
H 1.5954 2.0269 0.3356 0.00 0.03 -0.09
H 1.8445 0.3274 -0.0658 0.03 0.12 -0.04
H -0.9189 -2.1035 -2.4286 0.19 -0.01 0.00
H 0.6364 -2.8935 -2.7525 -0.05 -0.01 0.00
H -2.6202 -0.5920 3.8402 -0.03 -0.11 -0.06
H -2.4069 -2.3564 4.0245 -0.08 0.08 0.05
H -0.3326 0.7251 3.6229 -0.01 0.09 -0.08
H 1.7604 1.1414 4.8726 0.04 0.08 -0.01
H 2.6068 -0.5538 6.4522 0.07 0.01 0.05
H 1.3597 -2.6569 6.7799 0.04 -0.06 0.06
H -0.7208 -3.0655 5.5351 -0.07 -0.09 0.00
H -1.6092 0.7160 -5.3471 -0.01 0.14 0.06
H -1.1326 2.4360 -5.4817 -0.06 -0.02 0.01
H -2.5883 1.9959 -4.5733 0.03 0.01 -0.05